# 1
{"formula": "C3H4ClOP", "method": "ωB97M-V/def2-TZVPD", "elements": ["C", "C", "C", "O", "P", "Cl", "H", "H", "H", "H"], "xyz": [[-3.90803, -0.27563, -0.11904], [-0.38162, 0.22172, -0.44672], [0.38683, -0.49957, 0.40522], [-1.95097, -2.27832, -0.11850], [-2.41162, -0.92280, -0.04024], [-4.47200, 1.24093, 0.03616], [-0.61017, 1.22646, -0.12471], [-0.61137, 0.10096, -1.49616], [0.38426, 0.11957, 1.26206], [0.89340, -1.44991, 0.34435]], "forces_ev_per_a": [[1.727, -1.201, 0.056], [0.923, 0.053, -0.565], [-0.933, 1.308, -0.931], [1.054, -2.670, -0.189], [-2.522, 2.050, 0.219], [-0.835, 1.416, 0.057], [-0.334, 0.092, 0.176], [0.297, -0.640, -0.194], [0.945, -0.392, 1.624], [-0.322, -0.015, -0.253]], "relative_energy_kcal_mol": 93.4, "multiplicity": 1, "e_homo_ev": -8.53, "orbital_gap_ev": 7.07}


# 2
{"formula": "C3H4CoFO3", "method": "ωB97M-V/def2-TZVPD", "elements": ["F", "O", "C", "C", "O", "O", "C", "Co", "H", "H", "H", "H"], "xyz": [[2.02806, -1.80110, -0.83810], [-0.01317, 0.88611, 1.29178], [-0.85792, 1.16093, 0.38121], [1.10880, -0.72626, -0.08946], [-1.97705, 1.63545, 0.67783], [-0.65048, 0.71362, -0.84647], [-0.12751, -0.61425, -0.97476], [-1.45039, 2.02335, 2.50401], [0.92080, -1.33420, 0.80418], [1.78779, 0.12662, -0.21589], [-0.89788, -1.32758, -0.66273], [0.12894, -0.74268, -2.03161]], "forces_ev_per_a": [[-1.716, 1.602, 0.924], [-0.669, 1.253, 0.132], [0.618, -2.667, 0.678], [2.120, -3.291, -2.565], [-0.729, 1.272, -0.691], [-0.670, 0.684, -0.977], [0.664, 0.240, 0.604], [0.389, -0.120, 0.639], [0.507, 1.210, 0.057], [-0.563, -0.298, 1.021], [0.079, 0.094, -0.204], [-0.028, 0.021, 0.383]], "relative_energy_kcal_mol": 0.0, "multiplicity": 5, "e_homo_ev": [-7.71, -11.32], "orbital_gap_ev": [7.96, 9.82]}


# 3
{"formula": "C3H4CoO3", "method": "ωB97M-V/def2-TZVPD", "elements": ["C", "C", "O", "C", "O", "O", "H", "H", "H", "Co", "H"], "xyz": [[0.77061, -0.78678, -1.23956], [0.70552, -1.14488, 0.06237], [0.45943, -0.25929, 1.08967], [-0.49124, 0.64670, 1.06375], [-1.04748, 0.98685, -0.07356], [-0.68219, 1.41009, 2.01060], [-0.60613, 0.43628, -0.95815], [0.74815, -2.17136, 0.42837], [1.37664, 0.08846, -1.49100], [-2.00612, 2.41011, 1.05925], [0.77280, -1.61617, -1.95175]], "forces_ev_per_a": [[0.921, -0.443, 0.905], [-0.886, -0.941, -1.664], [-0.894, 1.319, 1.346], [4.370, -1.467, -1.204], [-0.443, -0.648, -1.853], [-1.207, 0.160, 0.939], [-0.397, 0.146, 1.510], [-0.370, 0.224, 0.055], [-0.816, 0.526, -0.280], [-0.452, 0.780, 0.095], [0.175, 0.344, 0.150]], "charge": 2, "relative_energy_kcal_mol": 31.8, "multiplicity": 4, "e_homo_ev": [-19.18, -19.17], "orbital_gap_ev": [7.43, 6.25]}


# 4
{"formula": "C3H4CsMgO4", "method": "ωB97M-V/def2-TZVPD", "elements": ["O", "C", "C", "O", "O", "C", "H", "H", "H", "H", "O", "Cs", "Mg"], "xyz": [[0.43459, -2.25513, 0.00943], [-0.54561, -1.72623, 0.56301], [-0.98610, 0.59122, 0.21947], [-1.39701, -1.04272, -0.11714], [-0.40787, -1.16070, 1.76376], [-0.52167, 0.25280, 1.72117], [-0.68379, 1.64811, 0.22629], [-1.82463, 1.01051, -0.35986], [-1.27140, 0.57932, 2.44631], [0.44951, 0.70061, 1.95225], [1.39326, 0.07390, -1.69752], [3.67160, 3.17049, -5.31913], [1.68911, -1.84218, -1.40804]], "forces_ev_per_a": [[0.112, -2.396, 0.371], [2.615, 5.107, -0.359], [-2.475, 1.269, 3.363], [-0.112, 0.333, -2.620], [0.902, -2.160, 1.186], [-2.480, -0.222, -1.441], [3.985, -0.041, -2.173], [-1.857, -1.767, 1.399], [0.068, 0.120, 0.018], [-0.109, -0.309, -0.227], [0.468, -1.154, -0.084], [0.029, 0.124, -0.083], [-1.147, 1.095, 0.650]], "charge": 2, "relative_energy_kcal_mol": 116.6, "multiplicity": 2, "e_homo_ev": [-16.00, -15.98], "orbital_gap_ev": [7.68, 7.79]}


# 5
{"formula": "C3H4CuFO3", "method": "ωB97M-V/def2-TZVPD", "elements": ["C", "C", "H", "H", "F", "H", "Cu", "O", "C", "O", "O", "H"], "xyz": [[1.34392, 1.02562, -0.26716], [0.36677, 0.99238, -1.18952], [1.21425, 1.69990, 0.58148], [2.10229, 0.23920, -0.22707], [0.41462, 0.10770, -2.18759], [-0.47754, 1.68926, -1.28726], [2.80009, 2.65288, -1.33464], [-1.56101, -1.46109, 2.15871], [-1.59465, -1.52482, 0.77950], [-1.44312, -2.64717, 0.26412], [-1.74324, -0.41771, 0.22114], [-1.42238, -2.35613, 2.48829]], "forces_ev_per_a": [[-0.590, 0.041, -0.092], [0.584, 0.473, 0.220], [0.151, -0.206, -0.270], [-0.243, 0.336, -0.049], [-0.136, -0.048, -0.048], [0.450, -0.428, 0.175], [-0.113, -0.114, 0.036], [-0.162, 0.386, -1.626], [0.388, -0.409, 3.433], [-0.289, 1.380, -1.016], [-0.074, -1.131, -0.877], [0.035, -0.281, 0.114]], "relative_energy_kcal_mol": 21.2, "multiplicity": 3, "e_homo_ev": [-6.16, -9.24], "orbital_gap_ev": [6.51, 4.83]}


# 6
{"formula": "C3H4CuLi2O2", "method": "ωB97M-V/def2-TZVPD", "elements": ["O", "C", "C", "O", "C", "Li", "H", "H", "H", "H", "Cu", "Li"], "xyz": [[-0.01148, -0.67871, 0.08807], [-1.02784, -0.77109, 0.96705], [0.83265, 0.58108, 0.13711], [-1.73623, -1.78983, 0.78228], [0.62958, 1.24654, -1.17434], [-2.12278, -1.73810, 2.58694], [1.86756, 0.27338, 0.34455], [0.75236, 0.98766, 1.15125], [1.56868, 0.92249, -1.66086], [0.03243, 1.48922, -2.07266], [-0.35931, 3.50350, -0.52140], [0.23970, -0.72588, -2.20263]], "forces_ev_per_a": [[0.332, -0.189, 0.153], [0.186, -0.276, 1.058], [-1.199, -0.863, 0.557], [-0.307, -0.496, -0.010], [2.956, 0.172, -1.184], [0.316, 0.527, -0.882], [0.040, -0.406, -1.337], [-1.681, 0.761, -0.359], [0.408, 1.004, -0.473], [-1.272, -0.055, 1.552], [0.422, -0.527, -0.213], [-0.201, 0.349, 1.138]], "multiplicity": 2, "e_homo_ev": [-4.69, -6.71], "orbital_gap_ev": [3.93, 5.92]}


# 7
{"formula": "C3H4CuO2", "method": "ωB97M-V/def2-TZVPD", "elements": ["H", "Cu", "O", "C", "C", "O", "C", "H", "H", "H"], "xyz": [[-1.41828, 1.52040, 0.48054], [2.34902, 1.19732, -0.19594], [-0.75381, -0.03955, -0.82806], [-1.56975, 1.02564, -0.76644], [0.00810, -0.46868, 0.23168], [-2.56777, 1.02180, -0.03756], [1.14719, -1.12522, 0.01512], [-0.39464, -0.27998, 1.23020], [1.71797, -1.49075, 0.86881], [1.48198, -1.36099, -0.99835]], "forces_ev_per_a": [[-0.591, 0.948, -0.905], [-0.682, -0.837, 0.125], [1.260, -2.557, -0.069], [0.520, 2.552, 1.295], [-1.425, 0.893, -0.484], [-0.356, -1.197, 0.427], [1.605, 0.478, -0.215], [0.144, -0.053, -0.208], [-0.236, -0.080, -0.238], [-0.240, -0.148, 0.273]], "charge": 1, "relative_energy_kcal_mol": 127.0, "multiplicity": 1, "e_homo_ev": -13.29, "orbital_gap_ev": 6.73}


# 8
{"formula": "C3H4DyO2", "method": "ωB97M-V/def2-TZVPD", "elements": ["H", "O", "O", "C", "C", "C", "H", "H", "H", "Dy"], "xyz": [[0.98041, -0.34525, -1.22200], [-0.18255, -1.25755, 0.24360], [-1.15160, 0.60876, 0.24676], [0.97188, -0.30437, 0.19245], [0.22030, 0.90559, 0.72553], [-1.24430, -0.62369, -0.16962], [1.65720, -0.69383, 0.95613], [0.20523, 1.01217, 1.81467], [0.52118, 1.87162, 0.30639], [-1.97773, -1.17345, -3.09393]], "forces_ev_per_a": [[1.498, 0.670, 4.568], [0.618, -1.201, -0.769], [0.084, 0.923, -0.956], [-2.549, -0.416, -2.371], [0.115, 0.457, -0.493], [-0.192, 0.245, 0.930], [0.672, 0.010, -1.325], [0.015, -0.405, -0.153], [-0.228, -0.313, -0.060], [-0.032, 0.031, 0.627]], "charge": 1, "relative_energy_kcal_mol": 61.0, "multiplicity": 6, "e_homo_ev": [-13.93, -10.36], "orbital_gap_ev": [9.56, 6.23]}


# 9
{"formula": "C3H4ErLiO4", "method": "ωB97M-V/def2-TZVPD", "elements": ["O", "C", "C", "O", "O", "C", "H", "H", "H", "H", "O", "Li", "Er"], "xyz": [[-0.92463, -0.21757, -0.01656], [-0.02023, -0.07029, -0.84270], [1.79546, 1.19857, -1.41476], [1.21351, 0.13982, -0.50093], [-0.27520, 0.29732, -2.07310], [0.75536, 1.16712, -2.56952], [1.99194, 2.24637, -1.16472], [2.82962, 0.85800, -1.55097], [1.15420, 0.73875, -3.49252], [0.31024, 2.14671, -2.76681], [0.09129, 1.05394, 3.55763], [0.56432, 2.58574, 4.49937], [-1.56603, 0.12584, 2.30246]], "forces_ev_per_a": [[-2.430, -1.136, 4.286], [1.861, 3.694, -2.764], [0.920, -0.959, -1.550], [0.339, 1.268, 1.253], [-1.285, -0.984, 1.170], [1.509, -0.276, -0.600], [-0.975, -0.238, 1.718], [-0.565, -0.463, -0.761], [-0.156, 0.086, 0.121], [-0.028, -0.321, 0.077], [-2.205, -1.008, -1.578], [0.627, 0.587, 0.653], [2.388, -0.249, -2.026]], "charge": 3, "multiplicity": 5, "e_homo_ev": [-21.12, -21.12], "orbital_gap_ev": [6.02, 4.99]}


# 10
{"formula": "C3H4ErO3", "method": "ωB97M-V/def2-TZVPD", "elements": ["C", "O", "C", "C", "O", "O", "H", "H", "H", "H", "Er"], "xyz": [[1.07841, 0.67004, 0.29882], [-0.47659, -1.24726, -1.04922], [0.28204, -0.48805, -1.71676], [-0.10832, 0.72545, 1.20687], [0.80268, 0.62290, -1.11667], [0.53558, -0.58580, -2.92505], [1.71037, 1.57062, 0.39527], [0.18810, 1.16241, 2.17577], [1.72588, -0.19409, 0.54272], [-3.72660, -1.56469, 1.29077], [-2.01156, -0.67154, 0.89750]], "forces_ev_per_a": [[-0.081, 0.088, -0.656], [-2.514, -0.673, 3.126], [0.890, 0.960, -3.420], [-0.674, -0.600, 0.952], [0.319, 0.399, 0.919], [-0.392, -0.161, 1.892], [-0.250, -0.292, 0.016], [0.044, 0.031, -0.292], [-0.187, 0.164, 0.157], [-0.313, 0.066, 0.376], [3.159, 0.018, -3.069]], "relative_energy_kcal_mol": 0.0, "multiplicity": 5, "e_homo_ev": [-8.56, -8.93], "orbital_gap_ev": [6.64, 7.05]}


We obtain max |F| values of 0.06335 0.09101 0.09266 0.11180 0.06765 0.06202 0.05656 0.09440 0.09833 0.08565 hartree/bohr for the records listed above, in that order.
We obtain electronic energy values of -27029.32167 -49659.73796 -46922.03583 -17337.15136 -56670.44097 -52314.93897 -51896.07384 -31342.06513 -39158.05625 -36934.82287 eV for the records listed above, in that order.